Formula: C39H61GeKN4P3
Source: the OMol25 dataset
Level of theory: ωB97M-V/def2-TZVPD

```
! RIJCOSX wB97M-V def2-TZVPD def2/J DEFGRID3
* xyz 0 2
K -0.101 -0.429 -2.323
C -5.194 -0.338 -2.142
C -4.004 -1.154 -2.683
C -3.309 -0.336 -3.774
P -2.699 -1.642 -1.396
C -2.781 -0.172 -0.168
N -1.808 -0.195 0.950
Ge 0.016 -0.016 0.465
N 1.109 -1.405 1.112
C 1.464 -2.398 0.093
P 2.479 -1.618 -1.280
C 2.581 -3.037 -2.543
C 3.591 -2.717 -3.645
C 2.805 -4.447 -1.975
C 4.150 -1.360 -0.424
C 4.947 -2.630 -0.125
C 4.999 -0.384 -1.243
C 1.560 -1.480 2.493
C 2.554 -2.409 2.897
C 3.031 -2.455 4.206
C 2.541 -1.578 5.159
C 1.564 -0.655 4.810
C 1.057 -0.596 3.496
N 0.034 0.336 3.176
C -1.311 -0.033 3.431
C -1.745 -0.164 4.766
C -3.062 -0.477 5.065
C -3.972 -0.665 4.039
C -3.567 -0.554 2.710
C -2.227 -0.246 2.350
C 0.361 1.717 3.192
C 0.339 2.415 4.418
C 0.696 3.752 4.489
C 1.083 4.421 3.341
C 1.102 3.761 2.113
C 0.733 2.393 1.986
N 0.708 1.726 0.683
C 1.233 2.347 -0.548
P -0.076 2.558 -1.910
C 0.861 3.479 -3.278
C 1.525 2.431 -4.176
C 1.941 4.468 -2.802
C -1.301 3.784 -1.151
C -2.543 3.846 -2.043
C -0.772 5.198 -0.921
C -3.431 -3.156 -0.514
C -2.559 -3.542 0.682
C -4.900 -3.049 -0.110
H -5.918 -0.148 -2.963
H -4.861 0.650 -1.761
H -5.744 -0.845 -1.334
H -4.375 -2.089 -3.155
H -2.895 0.606 -3.357
H -4.026 -0.086 -4.586
H -2.478 -0.924 -4.218
H -3.818 -0.069 0.167
H -2.584 0.752 -0.750
H 0.525 -2.785 -0.351
H 1.987 -3.277 0.485
H 1.576 -3.063 -3.019
H 4.625 -2.720 -3.252
H 3.368 -1.724 -4.091
H 3.530 -3.480 -4.451
H 3.784 -4.576 -1.491
H 2.753 -5.187 -2.802
H 2.005 -4.717 -1.258
H 3.927 -0.853 0.540
H 5.306 -3.099 -1.060
H 4.351 -3.355 0.457
H 5.847 -2.372 0.472
H 5.262 -0.803 -2.233
H 5.940 -0.145 -0.701
H 4.442 0.564 -1.398
H 3.010 -3.112 2.231
H 3.793 -3.172 4.481
H 2.916 -1.612 6.174
H 1.202 0.009 5.579
H -1.067 -0.015 5.591
H -3.381 -0.569 6.095
H -5.001 -0.909 4.272
H -4.341 -0.740 1.998
H 0.053 1.926 5.334
H 0.678 4.271 5.439
H 1.365 5.465 3.399
H 1.405 4.379 1.296
H 2.037 1.696 -0.951
H 1.705 3.314 -0.375
H 0.111 4.018 -3.895
H 2.278 1.845 -3.605
H 2.029 2.922 -5.036
H 0.760 1.733 -4.577
H 2.757 3.941 -2.265
H 1.551 5.261 -2.148
H 2.396 4.971 -3.681
H -1.612 3.358 -0.173
H -2.288 4.249 -3.046
H -3.320 4.493 -1.582
H -2.975 2.830 -2.167
H -0.561 5.698 -1.887
H 0.130 5.189 -0.290
H -1.544 5.803 -0.399
H -3.368 -3.997 -1.239
H -2.579 -2.761 1.461
H -1.511 -3.698 0.355
H -2.920 -4.491 1.131
H -5.079 -2.201 0.570
H -5.218 -3.983 0.402
H -5.535 -2.963 -1.012
H -0.101 -2.701 -2.323
*
```

Summary:
<S²> = 0.752
HOMO (spin up / spin down) = -5.2450 / -5.1838 eV